21
Properties=species:S:1:pos:R:3:forces:R:3 method="wB97M-V/def2-TZVPD" spin_multiplicity=1 relative_energy_kj_mol=206.49 largest_force_ev_per_a=4.9 gap_ev=9.20 smiles="C[C@@H](O)C[C@]1(C)CC1=O" lumo_ev=0.7
C -0.28645 -0.53258 0.82692 -2.74 0.26 0.09
C 0.26999 1.32286 -0.81083 -1.80 -1.27 0.77
C -0.22820 -1.97668 0.33108 -0.39 -0.45 -1.12
C -0.96054 0.43692 -0.13424 4.00 2.36 -1.44
C 0.54897 -0.03657 1.97435 -0.13 0.07 -0.22
C 1.17147 0.45399 -1.67196 -0.11 0.22 0.19
C -1.42629 -1.45216 1.01726 1.29 -1.55 2.51
O -0.29449 2.37938 -1.52686 -0.17 0.68 -0.60
O -2.41217 -1.74408 1.64339 0.09 0.48 -0.81
H -0.75805 2.02831 -2.29739 0.06 0.05 0.09
H 0.82723 1.79323 0.00067 0.02 -0.07 -0.02
H 0.43323 -2.64739 0.86427 -0.24 -0.12 0.22
H -0.29098 -2.18185 -0.73110 0.31 0.11 -0.13
H -1.57657 1.16946 0.38932 -0.20 -0.29 -0.05
H -1.44755 -0.00256 -1.00855 -0.30 -0.27 0.43
H 0.58956 -0.80173 2.74907 0.16 0.01 0.02
H 0.10420 0.85607 2.41212 -0.04 0.04 0.03
H 1.55762 0.21839 1.64491 0.06 -0.08 0.09
H 1.90303 1.07892 -2.18295 0.05 -0.02 0.00
H 0.58429 -0.07853 -2.42119 -0.04 -0.03 -0.09
H 1.69171 -0.28341 -1.06829 0.11 -0.12 0.05

21
Properties=species:S:1:pos:R:3:forces:R:3 method="wB97M-V/def2-TZVPD" spin_multiplicity=1 relative_energy_kj_mol=254.78 largest_force_ev_per_a=3.5 gap_ev=8.83 lumo_ev=0.9
C -0.32835 -0.84127 0.43929 2.13 2.74 -0.62
C 0.99567 0.06269 -0.79997 -0.41 -2.93 0.44
C -0.15353 0.18904 1.53885 0.28 -0.36 -0.02
C -0.17947 -2.29730 0.75632 0.27 0.15 -0.53
C 0.56529 0.94352 -1.95346 -0.14 0.16 0.38
C -1.82460 0.76131 0.07658 2.04 0.66 -0.16
C -0.83889 1.31775 0.82080 -2.16 0.11 0.90
O -1.54248 -0.54305 -0.17938 -1.30 -0.68 -0.01
O 2.15022 0.51319 -0.14682 -0.32 0.22 0.21
H 2.08574 1.46754 -0.02449 -0.07 -0.02 0.06
H 1.27993 -0.91008 -1.20024 0.22 0.05 -0.28
H -2.62915 1.18830 -0.49769 -0.07 0.02 0.01
H -0.63460 -0.12541 2.48497 -0.13 0.31 -0.18
H 0.88463 0.42285 1.77843 0.04 -0.37 -0.17
H -0.82263 2.34227 1.15852 -0.10 0.09 -0.05
H 0.85150 -2.50842 1.04174 -0.01 -0.03 -0.03
H -0.83122 -2.58499 1.58791 0.01 0.16 -0.08
H -0.44614 -2.89973 -0.11185 0.07 -0.09 0.01
H -0.36728 0.58244 -2.38008 -0.14 0.11 0.01
H 0.46266 1.98759 -1.64675 -0.24 -0.08 0.03
H 1.32272 0.93175 -2.74268 0.04 -0.22 0.07

22
Properties=species:S:1:pos:R:3:forces:R:3 method="wB97M-V/def2-TZVPD" spin_multiplicity=1 relative_energy_kj_mol=2.32 largest_force_ev_per_a=2.0 gap_ev=11.01 smiles="O=C1CC2(CCCC2)O1.O" lumo_ev=0.6
O 1.90888 1.51990 -0.11641 -0.90 -0.44 0.28
C 0.88928 0.87273 -0.05958 1.97 -0.26 -0.27
C 0.54306 -0.51287 0.46688 0.13 0.14 0.31
C -0.81255 -0.31223 -0.19654 0.48 1.26 -0.13
C -1.21675 -1.14880 -1.39306 0.34 0.15 -0.40
C -2.75103 -1.01367 -1.51929 -0.16 -0.16 -0.11
C -3.17116 -0.02313 -0.41529 -0.18 0.21 0.05
C -2.06050 -0.14232 0.63160 0.03 0.00 0.24
O -0.26260 1.12954 -0.64883 -1.62 -1.11 0.03
H 1.17105 -1.30404 0.04147 -0.14 0.18 0.20
H 0.52839 -0.55760 1.56240 0.01 -0.15 -0.28
H -0.67576 -0.79043 -2.28074 -0.17 -0.15 0.21
H -0.90582 -2.18915 -1.22562 -0.08 0.23 0.00
H -3.05352 -0.66967 -2.51591 0.07 -0.10 0.26
H -3.22565 -1.99094 -1.35560 0.09 0.24 -0.05
H -3.19540 1.00290 -0.81044 0.05 -0.25 0.11
H -4.16463 -0.23978 -0.00264 0.24 0.05 -0.12
H -2.17728 -1.06960 1.21816 -0.02 0.20 -0.13
H -1.98599 0.69318 1.33921 -0.04 -0.17 -0.21
O 4.46710 -0.64414 0.29564 -0.31 -0.02 -0.23
H 4.67552 -1.22796 -0.44292 -0.01 0.12 0.10
H 3.74166 -0.08310 -0.02346 0.22 0.04 0.15

22
Properties=species:S:1:pos:R:3:forces:R:3 method="wB97M-V/def2-TZVPD" spin_multiplicity=1 relative_energy_kj_mol=61.08 largest_force_ev_per_a=3.4 gap_ev=10.54 smiles="C[C@]1(O)C[C@@](C)(C(=O)O)C1" lumo_ev=0.5
C -2.52954 0.18202 0.02595 -0.14 0.07 -0.04
C -1.04953 0.50758 0.03016 -0.52 0.07 -0.56
C -0.20163 -0.10111 1.16621 0.16 0.83 0.35
C 0.91907 -0.40784 0.14342 0.45 -0.54 -0.51
C 1.60293 -1.76900 0.25257 -0.10 -0.22 0.03
C -0.14361 -0.23547 -0.98421 0.03 -0.03 -0.06
C 1.99343 0.66810 0.12526 -1.26 1.86 2.56
O 2.12110 1.39565 -0.98444 -0.43 1.19 -1.83
O 2.53934 1.05899 1.13641 0.20 -1.36 -0.78
H -2.69016 -0.89968 0.12530 0.07 0.25 0.01
H -3.03250 0.69381 0.85864 0.11 -0.13 -0.24
H -2.99526 0.49846 -0.91966 0.07 -0.02 0.23
H 0.02266 0.56982 2.00338 0.14 -0.13 -0.22
H -0.63672 -1.02262 1.57223 -0.03 0.18 -0.26
H 0.83818 -2.55669 0.26299 0.18 0.10 0.03
H 2.26951 -1.95994 -0.60092 -0.15 0.10 0.20
H 2.19172 -1.83781 1.17832 -0.16 0.06 -0.26
H -0.55118 -1.20635 -1.29325 0.01 0.20 0.12
H 0.12760 0.33447 -1.88350 -0.03 -0.29 0.21
O -0.85062 1.95673 -0.08503 0.45 -1.01 0.56
H 1.27147 1.87485 -1.20661 1.17 -1.00 0.50
H -1.21627 2.25603 -0.92324 -0.22 -0.17 -0.05

22
Properties=species:S:1:pos:R:3:forces:R:3 method="wB97M-V/def2-TZVPD" spin_multiplicity=1 relative_energy_kj_mol=456.41 largest_force_ev_per_a=4.1 gap_ev="7.26 / 8.26" lumo_ev="0.0 / 0.7"
C 1.86244 -1.51445 -1.00722 -0.63 -1.05 -0.84
O 0.80978 -0.88765 -1.51150 1.32 0.87 -0.22
C -0.14962 -0.34536 -0.75521 -0.99 0.05 0.31
C -1.22528 0.44084 -1.48855 -0.20 -0.24 -0.17
C -2.47319 -0.21894 -0.86933 -0.13 0.24 -0.10
C -2.64434 -1.65593 -1.39358 -0.13 -0.04 -0.19
C -1.52384 -2.40802 -0.63010 0.16 -0.25 0.02
C -0.92353 -1.25281 0.19861 0.21 0.11 0.26
O -2.05477 -0.43740 0.48731 -0.13 0.00 0.17
H 2.74940 -1.41487 -1.62945 -0.26 -0.44 0.40
H 1.66672 -2.21215 -0.18856 0.53 0.37 -0.16
H -1.20159 1.51805 -1.26974 0.05 -0.28 0.00
H -1.17251 0.30759 -2.57785 0.05 0.04 0.23
H -3.37823 0.39660 -0.88259 0.20 -0.18 0.05
H -3.63680 -2.03927 -1.12720 0.25 0.08 -0.06
H -2.53718 -1.71281 -2.48417 -0.01 0.01 0.25
H -1.92013 -3.19174 0.02715 0.04 0.21 -0.13
H -0.77435 -2.87127 -1.28728 -0.23 0.14 0.13
H -0.41712 -1.54276 1.12683 -0.16 0.06 -0.20
H 1.22009 0.60585 0.30328 3.96 -0.97 -0.03
O 2.35546 0.42602 0.36906 -3.88 1.25 0.14
H 2.46559 0.02756 1.23691 -0.01 0.04 0.15

25
Properties=species:S:1:pos:R:3:forces:R:3 method="wB97M-V/def2-TZVPD" spin_multiplicity=1 relative_energy_kj_mol=317.61 largest_force_ev_per_a=2.3 gap_ev=11.06 smiles=OC[C@@H](O)C(O[C@@H]1CO1)O[C@@H]1CO1 lumo_ev=0.8
C -1.82892 0.27520 -2.15334 0.15 0.53 0.49
C -1.88554 0.23330 -0.62873 -0.39 1.23 -0.08
C -0.54690 0.52469 0.05479 -0.55 -0.06 -0.50
C 1.43553 -0.17942 -1.00023 0.15 0.39 -0.95
C 2.77128 -0.57062 -0.56101 0.66 -0.19 0.43
C 0.26898 0.80645 2.20935 0.93 -0.11 -0.58
C 0.91046 -0.35620 2.82375 1.96 -0.04 0.79
H -1.15334 -1.52059 -2.15559 0.02 0.42 -0.45
H -2.84151 0.25731 -2.49643 -0.91 -0.27 -0.32
H -1.41826 1.19867 -2.53767 0.18 0.55 0.26
H -2.59291 1.01084 -0.27926 0.34 0.05 -0.29
H -2.31795 -1.12560 0.68430 -0.05 0.03 -0.39
H -0.14917 1.52066 -0.18651 0.04 -0.18 -0.43
H 1.16005 -0.01964 -2.04801 0.48 -0.13 0.11
H 3.57457 -0.65757 -1.28615 -0.12 -0.27 -0.07
H 2.97267 -1.06254 0.40855 -0.50 0.11 -0.63
H 0.76598 1.76747 2.00091 -0.15 -0.50 -0.18
H 0.54727 -1.36554 2.66908 -0.17 0.12 -0.28
H 1.91157 -0.27136 3.26592 -0.06 -0.27 -0.68
O -1.06103 -0.73210 -2.72787 0.30 -1.34 0.26
O -2.43074 -1.01111 -0.27524 0.36 -0.54 0.47
O 0.34974 -0.49963 -0.25988 -0.04 -0.96 0.91
O 2.30115 0.76868 -0.44700 0.06 0.78 0.21
O -0.80426 0.48793 1.41031 -1.01 0.27 0.34
O 0.06127 0.52072 3.51597 -1.69 0.40 1.54

22
Properties=species:S:1:pos:R:3:forces:R:3 method="wB97M-V/def2-TZVPD" spin_multiplicity=1 relative_energy_kj_mol=180.69 largest_force_ev_per_a=4.2 gap_ev=8.29 lumo_ev=0.1
C -0.94888 0.11781 0.46536 -0.28 0.04 -0.22
C 2.36088 0.11860 -0.74992 -3.35 -0.08 -2.56
C 1.89028 -1.09240 0.01514 2.59 -0.39 1.49
C 1.06754 1.02354 -0.59707 2.13 0.72 -1.20
C 1.33702 -0.40654 1.25976 1.14 -0.59 2.41
C 0.44435 0.68769 0.72978 -2.03 -0.96 0.37
C -3.48466 0.38084 -0.64022 -2.35 0.21 1.37
O -2.64132 -1.80637 0.24549 0.11 -1.24 0.28
S -1.20302 -1.51709 0.41637 -0.29 1.37 0.33
S -2.12969 1.35780 0.09011 0.16 -1.07 -0.55
H 3.09493 0.59406 -0.18858 1.72 0.62 0.76
H 2.68533 -0.03206 -1.82751 -0.43 0.21 1.34
H 1.16328 -1.81647 -0.36042 0.53 0.37 -0.59
H 2.86256 -1.55895 0.30019 -0.98 -0.69 -0.05
H 1.34908 2.06161 -0.77481 -0.31 0.16 0.32
H 0.34512 0.76251 -1.31831 -0.56 -0.18 -1.32
H 0.94977 -1.20192 2.02533 0.40 1.94 -1.19
H 2.14943 0.23169 1.72877 -0.41 -1.38 -0.12
H 0.27733 1.55914 1.36690 0.38 -0.15 0.24
H -4.24364 1.03222 -1.10139 0.62 0.42 0.23
H -3.98749 -0.07087 0.26096 0.33 0.42 -1.29
H -3.33819 -0.42487 -1.34592 0.88 0.24 -0.03

20
Properties=species:S:1:pos:R:3:forces:R:3 method="wB97M-V/def2-TZVPD" spin_multiplicity=1 relative_energy_kj_mol=270.42 largest_force_ev_per_a=6.9 gap_ev=8.50 lumo_ev=0.9
C 0.10555 0.50189 -0.13534 2.98 0.32 0.15
C 1.47247 0.25060 -0.14773 -3.23 -1.22 0.27
C -0.47345 -0.85296 -0.03902 -0.25 -2.44 -0.22
C -0.64866 1.75504 -0.08399 -0.39 0.95 2.51
C 2.78011 0.89973 0.00789 -5.13 4.46 0.81
C -1.23664 -1.39372 -1.27232 1.03 5.11 -0.08
C -1.26918 -1.19595 1.25430 3.67 1.73 -0.42
S 1.26441 -1.52226 -0.10154 0.17 -0.34 0.38
H -0.76009 2.18684 -1.07712 0.05 0.54 0.24
H -0.10920 2.42201 0.73724 -1.24 -0.72 -2.08
H -1.67845 1.52409 0.33562 1.05 0.46 -0.53
H 3.30104 0.45282 0.72959 2.24 -1.65 2.90
H 2.53728 2.01212 0.26809 0.66 -1.75 -0.01
H 3.27209 0.98587 -0.84681 2.41 -0.05 -3.84
H -1.13906 -2.41194 -1.31833 0.30 -2.41 -0.75
H -0.85836 -0.69719 -2.13067 -0.69 -2.08 0.91
H -2.24566 -1.10967 -1.06191 -1.00 -0.04 -0.38
H -2.26957 -1.07450 1.19186 -3.31 1.13 -0.60
H -0.84669 -0.59077 2.03508 -0.10 0.59 0.57
H -1.19793 -2.14206 1.65512 0.78 -2.60 0.18

21
Properties=species:S:1:pos:R:3:forces:R:3 method="wB97M-V/def2-TZVPD" spin_multiplicity=1 relative_energy_kj_mol=309.81 largest_force_ev_per_a=3.4 gap_ev="7.06 / 7.77" lumo_ev="-0.7 / -0.4"
C -1.13673 2.04610 1.15570 2.39 -0.76 -2.03
C -2.02019 1.85043 2.04272 -2.02 -1.01 2.49
C 1.37933 1.56995 0.12927 -1.62 -0.36 1.04
C 2.12385 0.98188 -1.03550 -2.16 1.75 -1.64
C 0.88962 -1.32687 -0.21028 0.82 0.04 0.68
C -1.45162 -1.84620 -0.38927 -1.37 -1.73 1.08
C -0.15934 -1.87508 -1.10717 1.85 0.05 -0.90
S -0.31091 0.77268 0.30242 1.19 1.24 -1.22
S 2.43435 -0.73985 -0.78237 1.17 -0.68 -0.06
H -2.26254 0.84372 2.43152 0.15 0.62 -0.04
H -2.49934 2.68254 2.49464 -0.76 0.59 0.29
H 1.75336 1.35969 1.13681 0.77 0.26 -0.43
H 1.19274 2.63576 0.00371 0.02 -0.12 0.00
H 1.39543 1.10688 -1.95910 1.61 -0.05 1.54
H 2.98886 1.66520 -1.17776 -0.05 -1.19 -0.21
H 1.08469 -1.87016 0.71180 -0.43 0.00 0.07
H -1.90708 -2.81105 -0.49824 -1.35 -0.24 -1.24
H -2.07858 -0.97235 -0.48180 -0.31 -0.13 -0.85
H -1.43819 -1.97624 0.67818 1.21 0.51 1.00
H -0.18758 -1.17426 -1.95518 -0.14 -0.57 -0.19
H 0.20985 -2.92275 -1.49009 -0.98 1.77 0.63

20
Properties=species:S:1:pos:R:3:forces:R:3 method="wB97M-V/def2-TZVPD" spin_multiplicity=1 relative_energy_kj_mol=529.17 largest_force_ev_per_a=4.2 gap_ev="8.66 / 7.79" lumo_ev="0.2 / -0.1"
C 0.23350 -1.80502 -0.35281 -2.50 3.40 0.39
C -1.15409 -0.09909 0.10408 1.61 -3.06 -0.38
C 1.65131 0.17609 -0.91185 -0.06 -0.40 -0.05
C 0.74475 1.31023 -0.43873 -0.23 0.29 0.24
C 0.93518 -0.25124 1.34704 -0.09 -0.06 0.16
C 1.37427 -0.99810 0.08169 0.46 -0.04 0.31
C -0.10477 0.69338 0.72204 0.49 0.35 -0.20
Si -2.97325 -0.07453 -0.11202 0.52 -0.04 -0.19
H 0.07570 -2.16726 -1.35276 -0.09 -0.42 -0.20
H 1.43285 -0.12595 -1.93465 0.09 0.00 -0.05
H 2.70120 0.46151 -0.85387 0.04 -0.04 -0.04
H 1.33068 2.13232 -0.02790 0.03 0.09 -0.06
H 0.10316 1.70077 -1.22607 0.04 0.08 -0.01
H 0.49611 -0.92133 2.08417 0.02 0.00 0.06
H 1.75157 0.31172 1.80197 0.07 0.03 0.01
H 2.26366 -1.61510 0.24024 0.04 0.02 0.03
H -0.46149 1.46315 1.41410 -0.05 -0.08 -0.02
H -3.26113 0.32101 -1.49940 -0.19 0.00 -0.21
H -3.63754 0.89970 0.76876 -0.02 0.14 0.18
H -3.50167 -1.41227 0.14598 -0.20 -0.25 0.01